# 1
Density functional theory data (wB97M-V/def2-TZVPD) for a 8-piece molecular cluster, C14H45ClN3O11 overall.

The geometry in XYZ format:
```
74
Properties=species:S:1:pos:R:3:mulliken_charge:R:1
Cl -1.82 0.09 0.57 1.626
O -3.05 -0.24 1.24 -0.860
O -1.82 1.49 0.19 -0.502
O -0.72 -0.16 1.48 -0.555
O -1.64 -0.75 -0.60 -0.827
O 0.15 2.18 3.19 -0.654
H 0.07 1.97 2.25 0.309
H 1.09 2.21 3.37 0.279
O -3.77 3.17 1.76 -0.683
H -3.38 2.46 1.23 0.358
H -3.92 3.88 1.12 0.295
O -3.78 -2.14 3.36 -0.664
H -3.36 -1.56 2.71 0.440
H -3.18 -2.89 3.43 0.312
C -1.91 1.64 -3.46 -1.225
C -2.91 2.74 -3.11 0.367
C -4.10 2.06 -2.44 -0.330
O -5.18 2.89 -2.07 -0.331
C -5.95 3.33 -3.18 -0.731
N -2.24 3.73 -2.26 -0.582
H -2.26 1.00 -4.27 0.473
H -1.71 1.03 -2.58 0.007
H -0.96 2.10 -3.75 0.259
H -3.25 3.14 -4.08 0.461
H -3.74 1.65 -1.49 -0.047
H -4.44 1.22 -3.07 0.412
H -5.30 3.88 -3.88 0.304
H -6.72 3.99 -2.81 0.266
H -6.37 2.45 -3.67 0.288
H -2.18 3.32 -1.33 0.123
H -2.86 4.53 -2.13 0.295
C 1.64 -1.11 4.21 -1.179
C 1.85 -2.37 3.39 1.189
C 2.65 -3.45 4.06 -1.014
O 2.18 -3.70 5.36 -0.286
C 2.82 -4.77 5.98 -0.753
N 0.53 -2.85 2.92 -0.652
H 1.09 -1.35 5.12 0.360
H 1.17 -0.35 3.59 0.194
H 2.60 -0.69 4.54 0.345
H 2.43 -2.07 2.50 -0.206
H 3.70 -3.13 4.11 0.362
H 2.65 -4.35 3.42 0.415
H 2.20 -5.07 6.83 0.243
H 3.81 -4.50 6.39 0.280
H 3.00 -5.60 5.30 0.306
H 0.17 -2.22 2.22 0.203
H 0.66 -3.76 2.48 0.262
C 4.16 0.52 -1.71 -1.179
C 3.26 0.60 -0.51 0.214
C 1.96 1.34 -0.83 0.196
O 2.12 2.74 -0.91 -0.415
C 1.20 3.32 -1.81 -0.495
N 2.98 -0.73 0.00 -0.589
H 5.16 0.18 -1.47 0.345
H 4.19 1.49 -2.22 0.328
H 3.71 -0.15 -2.46 0.045
H 3.75 1.19 0.27 0.394
H 1.22 1.09 -0.07 -0.217
H 1.66 0.93 -1.81 0.213
H 1.45 4.37 -2.00 0.344
H 0.19 3.26 -1.41 0.118
H 1.28 2.80 -2.77 0.277
H 2.37 -0.72 0.81 0.211
H 2.44 -1.23 -0.71 0.263
C 2.31 -2.96 -3.62 -1.068
C 0.90 -2.66 -3.19 -0.188
O 0.95 -2.00 -1.92 -0.364
H 2.77 -3.67 -2.93 0.269
H 2.94 -2.07 -3.62 0.166
H 2.29 -3.47 -4.59 0.388
H 0.33 -3.58 -3.04 0.287
H 0.37 -2.04 -3.92 0.302
H 0.07 -1.65 -1.71 0.208
```

Values from the calculation:
- Gap between HOMO and LUMO: 9.231 eV
- Energy above the lowest of the compared OMol25 structures with the same formula, charge and spin: 0.000 eV
- HOMO energy: -6.522 eV
- Charge: -1
- Spin multiplicity: 1

***

# 2
Density functional theory data (wB97M-V/def2-TZVPD) for C14H45F8N2O24S4Y as an isolated structure.

The geometry in XYZ format:
```
98
Properties=species:S:1:pos:R:3:lowdin_spin:R:1
Y -1.38 2.66 2.28 0.086
C -0.08 6.95 0.04 0.000
F 0.70 8.04 0.15 0.000
F -1.36 7.27 0.41 0.000
F -0.25 6.40 -1.14 0.000
S 0.63 5.67 1.34 0.001
O 1.70 5.09 0.60 0.000
O 1.02 6.28 2.66 0.000
O -0.52 4.73 1.53 0.003
C 0.30 -0.82 5.22 0.000
F 1.41 -0.90 4.54 0.000
F -0.64 -1.64 4.78 0.000
F 0.71 -1.26 6.47 0.000
S -0.46 0.86 5.35 0.001
O -1.58 0.68 6.28 0.000
O 0.58 1.78 5.86 0.000
O -0.95 1.33 4.01 0.003
N -0.70 1.34 0.64 0.132
S -0.17 1.41 -0.86 0.153
O -1.08 1.35 -1.95 0.087
O 1.20 1.00 -1.09 0.091
F -0.13 3.11 -0.91 0.007
S -0.81 -0.34 0.41 0.204
O 0.45 -1.16 0.31 0.107
O -2.00 -0.77 -0.33 0.097
F -1.23 -0.65 1.95 0.011
O -4.32 0.01 -1.79 0.000
H -4.81 -0.79 -1.60 0.000
H -3.40 -0.22 -1.67 0.000
O 2.52 0.59 1.29 0.000
H 2.69 0.38 0.37 0.000
H 2.44 -0.26 1.72 0.000
O 1.13 2.58 2.60 0.002
H 1.91 2.87 3.08 0.000
H 1.45 1.89 2.03 0.000
O -3.27 1.31 1.96 0.001
H -4.09 1.68 1.64 0.000
H -3.49 0.43 2.24 0.000
O -2.53 3.54 0.45 0.001
H -2.78 2.97 -0.27 0.000
H -2.95 4.37 0.26 0.000
C 3.15 3.33 -3.04 0.001
C 3.49 3.80 -1.66 0.001
O 4.75 3.33 -1.28 0.000
O 4.06 3.54 -4.02 0.000
H 2.26 3.87 -3.36 0.000
H 3.11 2.24 -3.15 0.000
H 2.75 3.51 -0.91 0.001
H 3.46 4.89 -1.55 0.000
H 5.14 3.15 -2.14 0.000
H 4.13 2.70 -4.48 0.000
C -4.01 -1.20 4.22 0.000
C -4.81 -1.56 3.00 0.000
O -4.20 -1.31 1.70 0.002
O -4.03 0.18 4.53 0.000
H -3.01 -1.62 4.12 0.000
H -4.54 -1.65 5.06 0.000
H -5.68 -0.92 3.13 0.000
H -5.23 -2.57 3.02 0.000
H -4.68 -1.78 1.00 0.000
H -3.22 0.36 5.02 0.000
C 1.88 -0.25 -4.49 0.000
C 2.38 0.22 -5.80 0.000
O 3.41 1.19 -5.79 0.000
O 3.02 -0.64 -3.69 0.000
H 1.37 -1.20 -4.68 0.000
H 1.16 0.43 -4.03 0.000
H 1.56 0.72 -6.31 0.000
H 2.80 -0.58 -6.42 0.000
H 4.16 0.68 -5.50 0.000
H 3.02 -1.58 -3.48 0.000
C -1.31 -4.97 1.26 0.000
C -0.91 -4.03 2.54 0.001
O -0.39 -4.82 3.52 0.000
O -2.43 -5.73 1.65 0.000
H -0.49 -5.67 1.07 0.000
H -1.48 -4.38 0.36 0.000
H -1.77 -3.47 2.88 0.000
H -0.15 -3.29 2.27 0.001
H -1.03 -5.04 4.20 0.000
H -2.07 -6.46 2.16 0.000
C 2.98 -2.89 -1.39 0.000
C 1.98 -3.54 -2.28 0.000
C 0.68 -2.92 -2.09 0.000
O -0.24 -3.61 -2.96 0.000
C -1.54 -3.01 -3.08 0.000
N 2.49 -3.35 -3.59 0.000
H 2.49 -2.77 -0.42 0.000
H 3.42 -1.96 -1.74 0.000
H 3.80 -3.60 -1.28 0.000
H 1.88 -4.59 -2.00 0.000
H 0.82 -1.85 -2.24 0.000
H 0.26 -3.11 -1.10 0.000
H -1.35 -2.01 -3.48 0.000
H -2.06 -2.93 -2.13 0.000
H -2.15 -3.51 -3.83 0.000
H 3.26 -3.93 -3.92 0.000
H 1.83 -3.64 -4.30 0.000
```

Values from the calculation:
- Gap between HOMO and LUMO (alpha / beta): 4.892 / 8.008 eV
- HOMO energy (alpha / beta): -3.567 / -6.850 eV
- ⟨S²⟩: 0.75
- Charge: -1
- Spin multiplicity: 2

***

# 3
Density functional theory data (wB97M-V/def2-TZVPD) for a 11-piece molecular cluster, C14H48F6N16O10P overall.

The geometry in XYZ format:
```
95
Properties=species:S:1:pos:R:3:mulliken_charge:R:1
P 2.90 -7.56 20.33 1.178
F 3.10 -9.12 20.76 -0.370
F 1.71 -8.14 19.44 -0.372
F 1.71 -7.52 21.48 -0.380
F 2.46 -6.11 19.81 -0.329
F 4.13 -7.12 21.38 -0.357
F 3.98 -7.88 19.08 -0.376
C 0.71 -8.56 13.16 0.592
O -0.31 -8.60 12.45 -0.668
N 1.74 -7.74 12.96 -0.360
N 0.99 -9.32 14.13 -0.389
H 2.41 -7.55 13.68 0.172
H 1.98 -7.34 12.07 0.191
H 0.19 -9.95 14.19 0.232
H 1.53 -9.12 14.96 0.233
C 8.02 -8.16 13.44 0.624
O 7.51 -7.10 13.56 -0.668
N 7.96 -9.02 14.36 -0.367
N 8.62 -8.50 12.34 -0.387
H 8.53 -9.85 14.33 0.184
H 7.59 -8.60 15.20 0.245
H 9.27 -9.27 12.28 0.158
H 8.54 -7.95 11.50 0.209
C 8.70 -11.31 22.04 0.648
O 9.58 -12.19 22.17 -0.701
N 7.65 -11.31 22.82 -0.376
N 8.79 -10.36 21.19 -0.356
H 7.03 -10.52 22.96 0.174
H 7.45 -12.08 23.44 0.204
H 9.42 -10.51 20.41 0.216
H 8.17 -9.57 21.24 0.193
C -2.83 -0.32 20.20 0.668
O -3.78 -0.71 20.83 -0.680
N -2.00 -1.17 19.72 -0.369
N -2.54 0.99 20.15 -0.417
H -2.14 -2.10 20.10 0.220
H -1.17 -0.92 19.21 0.172
H -1.88 1.35 19.48 0.184
H -3.17 1.54 20.71 0.221
C -4.25 -6.42 17.99 0.695
O -5.30 -5.80 17.80 -0.702
N -3.68 -6.62 19.08 -0.351
N -3.49 -6.89 17.07 -0.392
H -2.77 -7.06 19.07 0.151
H -4.14 -6.27 19.90 0.216
H -2.73 -7.49 17.38 0.169
H -3.92 -6.82 16.16 0.216
C -2.53 -11.26 23.89 0.676
O -3.66 -11.59 24.11 -0.643
N -1.76 -10.62 24.75 -0.417
N -1.95 -11.32 22.72 -0.400
H -2.16 -10.64 25.67 0.212
H -0.92 -10.14 24.47 0.183
H -2.53 -11.69 21.98 0.213
H -1.01 -10.95 22.66 0.177
C 4.58 -14.62 16.63 0.596
O 5.78 -14.46 16.77 -0.665
N 4.11 -15.42 15.73 -0.429
N 3.67 -13.97 17.31 -0.357
H 3.17 -15.76 15.88 0.214
H 4.80 -16.12 15.52 0.259
H 2.68 -14.11 17.20 0.158
H 3.97 -13.20 17.90 0.224
C 4.95 -1.22 15.44 0.659
O 4.20 -0.33 15.82 -0.670
N 4.92 -2.44 15.91 -0.354
N 5.80 -1.12 14.48 -0.406
H 4.26 -2.72 16.63 0.193
H 5.50 -3.18 15.58 0.140
H 6.05 -1.97 13.99 0.199
H 5.78 -0.24 13.99 0.240
C 8.72 -6.41 28.54 -1.249
C 7.93 -5.24 28.08 0.456
C 6.95 -4.62 29.14 -1.218
O 8.81 -4.20 27.85 -0.528
H 8.00 -7.17 28.84 0.309
H 9.27 -6.06 29.42 0.316
H 9.39 -6.81 27.78 0.378
H 7.34 -5.63 27.25 0.223
H 6.14 -5.25 29.51 0.376
H 6.40 -3.85 28.60 0.284
H 7.59 -4.25 29.94 0.330
H 9.46 -4.49 27.21 0.322
C -0.91 -3.04 26.25 -1.193
C -2.43 -3.21 26.05 0.436
C -3.12 -4.05 27.12 -1.205
O -3.14 -2.01 26.06 -0.569
H -0.48 -2.10 25.89 0.328
H -0.44 -3.75 25.57 0.309
H -0.63 -3.09 27.30 0.297
H -2.63 -3.64 25.07 0.316
H -2.78 -3.87 28.14 0.324
H -2.85 -5.08 26.90 0.341
H -4.19 -3.90 26.98 0.286
H -3.62 -1.96 25.23 0.328
```

Values from the calculation:
- Gap between HOMO and LUMO: 9.458 eV
- Energy above the lowest of the compared OMol25 structures with the same formula, charge and spin: 4.917 eV
- HOMO energy: -7.859 eV
- Charge: -1
- Spin multiplicity: 1

***

# 4
Density functional theory data (wB97M-V/def2-TZVPD) for a 10-piece molecular cluster, C14H48N4O10 overall.

The geometry in XYZ format:
```
76
Properties=species:S:1:pos:R:3:mulliken_charge:R:1
C 6.87 12.78 17.27 -0.874
C 7.98 13.90 17.36 0.358
C 9.36 13.46 17.77 -1.048
O 8.08 14.59 16.13 -0.445
H 6.67 12.30 18.22 0.391
H 7.20 12.03 16.54 -0.114
H 5.99 13.18 16.79 0.421
H 7.64 14.61 18.11 0.323
H 9.91 14.40 17.97 0.321
H 9.75 12.78 16.98 0.072
H 9.35 12.81 18.64 0.364
H 7.19 14.92 15.89 0.266
C 10.46 8.34 13.93 -0.961
C 11.68 7.47 13.52 0.392
C 11.30 6.28 12.70 -1.292
O 12.53 8.38 12.79 -0.489
H 9.66 7.81 14.44 0.421
H 10.02 8.64 13.00 -0.015
H 10.67 9.21 14.56 0.325
H 12.17 7.18 14.44 0.228
H 10.72 5.49 13.24 0.352
H 12.21 5.84 12.24 0.444
H 10.60 6.53 11.83 0.226
H 12.98 7.88 12.12 0.256
C 7.02 11.46 13.53 -1.404
C 8.44 10.93 13.64 0.351
C 9.51 11.34 12.61 0.712
O 9.08 11.18 14.96 -0.310
H 6.61 11.33 12.45 0.359
H 6.96 12.55 13.67 0.114
H 6.35 10.98 14.17 0.550
H 8.36 9.87 13.73 0.090
H 9.56 10.59 11.82 -0.448
H 10.50 11.34 13.06 0.521
H 9.32 12.33 12.24 -0.482
H 9.51 12.06 14.90 0.048
C 9.94 9.22 9.48 -1.668
C 11.02 10.26 9.62 1.414
C 12.07 10.13 8.55 -1.538
O 10.53 11.61 9.57 -0.487
H 10.28 8.22 9.73 0.194
H 9.68 9.23 8.42 0.494
H 9.02 9.45 9.98 0.400
H 11.64 10.12 10.50 -0.021
H 12.53 9.13 8.65 0.370
H 12.84 10.91 8.73 0.327
H 11.75 10.23 7.49 0.360
H 11.17 12.16 10.07 0.211
C 9.69 14.96 12.36 0.716
O 9.22 14.64 11.26 -0.741
N 10.95 14.69 12.65 -0.411
N 8.95 15.54 13.34 -0.444
H 11.10 14.61 13.65 0.229
H 11.42 13.90 12.15 0.254
H 9.27 15.55 14.34 0.285
H 7.97 15.22 13.27 0.147
C 5.56 14.73 11.94 0.709
O 5.96 15.01 13.05 -0.702
N 4.37 14.11 11.71 -0.566
N 6.24 14.93 10.89 -0.289
H 3.92 13.74 12.56 0.256
H 4.21 13.43 10.91 0.247
H 7.16 15.17 10.98 0.178
H 5.95 14.58 10.02 0.172
O 14.24 10.61 12.05 -0.664
H 13.56 10.01 12.47 0.404
H 14.93 10.69 12.69 0.292
O 7.61 12.37 9.82 -0.727
H 8.30 11.82 9.47 0.283
H 8.13 12.90 10.46 0.369
O 12.80 12.99 11.06 -0.625
H 13.27 12.25 11.46 0.325
H 13.47 13.61 10.79 0.252
O 9.04 9.46 17.62 -0.622
H 8.49 10.03 17.08 0.310
H 8.50 9.24 18.38 0.281
```

Values from the calculation:
- Gap between HOMO and LUMO: 9.946 eV
- Energy above the lowest of the compared OMol25 structures with the same formula, charge and spin: 0.000 eV
- Structure (SMILES): NC(N)=O.NC(N)=O.CC(C)O.CC(C)O.CC(C)O.CC(C)O.O.O.O.O
- HOMO energy: -9.645 eV
- Spin multiplicity: 1

***

# 5
Density functional theory data (wB97M-V/def2-TZVPD) for a 11-piece molecular cluster, C14H50N12O11 overall.

The geometry in XYZ format:
```
87
Properties=species:S:1:pos:R:3:mulliken_charge:R:1
C -3.79 -2.27 1.29 -1.537
C -3.77 -1.40 0.08 0.101
O -2.73 -1.82 -0.83 -0.702
H -2.91 -2.22 1.97 0.155
H -3.85 -3.31 1.07 0.418
H -4.51 -1.93 2.03 0.456
H -3.64 -0.36 0.40 0.229
H -4.78 -1.57 -0.34 0.479
H -1.94 -1.52 -0.39 0.282
C -0.49 1.57 0.34 -0.678
C -0.12 0.21 0.76 0.132
O -0.34 -0.64 -0.39 1.913
H -0.12 1.93 -0.64 -0.476
H -0.45 2.38 1.04 0.690
H -1.59 1.49 0.31 0.323
H -0.68 -0.14 1.56 0.287
H 0.91 0.16 1.01 -0.674
H 0.37 -1.21 -0.49 -0.611
C 2.73 0.34 -0.98 1.714
C 4.12 0.52 -1.46 -1.047
O 4.74 1.42 -0.61 -0.642
H 2.24 -0.49 -1.59 -0.048
H 2.10 1.21 -0.86 -1.175
H 2.89 -0.03 0.06 -0.281
H 4.13 0.90 -2.44 0.498
H 4.61 -0.40 -1.54 0.394
H 5.31 2.13 -1.04 0.320
C -0.42 -4.43 -0.79 0.496
O 0.15 -3.24 -1.10 -0.569
N 0.14 -5.55 -1.00 -0.399
N -1.64 -4.49 -0.52 -0.240
H 1.15 -5.56 -1.08 0.275
H -0.26 -6.50 -0.89 0.192
H -2.15 -3.61 -0.48 0.082
H -2.17 -5.26 -0.16 0.230
C 2.81 -2.63 0.93 0.592
O 3.73 -2.14 1.84 -0.765
N 3.12 -3.04 -0.26 -0.337
N 1.56 -2.71 1.21 0.156
H 4.08 -2.89 -0.51 0.279
H 2.53 -3.15 -1.07 0.241
H 1.19 -2.25 2.04 0.453
H 0.82 -2.74 0.49 -0.505
C 2.22 4.03 0.76 0.440
O 1.47 4.72 1.62 -0.759
N 3.41 3.59 0.98 -0.367
N 1.92 3.82 -0.47 -0.431
H 3.73 3.69 2.04 0.323
H 3.87 2.81 0.43 0.327
H 0.91 4.11 -0.70 0.125
H 2.23 3.09 -1.02 0.323
C -1.15 4.08 -1.56 0.100
O -2.37 3.56 -1.09 -0.816
N -0.31 4.92 -0.97 -0.264
N -0.80 3.63 -2.70 -0.252
H -0.53 5.30 -0.05 0.346
H 0.05 5.62 -1.54 0.312
H -1.46 2.93 -3.18 0.240
H 0.16 3.81 -3.21 0.254
C -0.21 -1.86 3.89 0.326
O -1.19 -0.89 3.89 -0.658
N 1.08 -1.71 3.53 -0.272
N -0.56 -3.10 3.81 -0.283
H 1.47 -0.71 3.35 -0.063
H 1.76 -2.33 3.87 0.325
H -1.53 -3.24 3.65 0.266
H -0.10 -3.97 3.93 0.194
C -5.03 1.44 -2.38 0.377
O -6.13 0.88 -2.95 -0.757
N -4.83 2.75 -2.30 -0.216
N -3.95 0.75 -1.99 0.004
H -3.98 3.07 -1.89 0.328
H -5.48 3.40 -2.67 0.190
H -3.23 0.98 -1.36 0.108
H -4.00 -0.28 -2.18 0.035
C 2.00 1.60 3.39 -0.388
O 2.88 0.53 3.49 -0.581
H 2.45 2.44 3.84 0.385
H 1.04 1.29 3.86 0.320
H 1.91 1.95 2.34 -0.052
H 3.69 0.74 2.93 0.322
C -0.88 -0.61 -3.30 -0.793
O -0.12 0.55 -2.88 -0.648
H -1.16 -0.60 -4.27 0.627
H -1.81 -0.55 -2.72 0.128
H -0.38 -1.52 -3.23 0.174
H -0.16 0.55 -1.95 -0.007
```

Values from the calculation:
- Gap between HOMO and LUMO: 8.586 eV
- Energy above the lowest of the compared OMol25 structures with the same formula, charge and spin: 8.135 eV
- Structure (SMILES): NC(N)=O.NC(N)=O.NC(N)=O.NC(N)=O.NC(N)=O.NC(N)=O.CCO.CCO.CCO.CO.CO
- HOMO energy: -8.580 eV
- Spin multiplicity: 1

***

Which electronic energy belongs to each record? In order, -54757.1996, -133492.3749, -85217.3796, -41733.7793, -55729.6045 eV.